A structure of composition C20H19BF7N5O2STi. Source: the Open Molecules 2025 dataset; level of theory: ωB97M-V/def2-TZVPD.

XYZ file:
```
56
Properties=species:S:1:pos:R:3:nbo_charge:R:1
C -2.5695 0.0375 3.5230 0.2741
C -3.6408 1.5965 -4.3582 -0.2118
C 2.6987 -2.2383 4.5364 -0.1511
H 2.6320 1.0814 -4.9935 0.1944
H 3.1578 -0.4995 -4.4054 0.1820
N -3.7450 0.1812 4.2623 -0.8242
H -3.9370 1.9854 -5.3268 0.1873
N -0.3841 -0.5644 3.4782 -0.3415
C 3.7820 -1.1708 2.2213 -0.2737
H -4.8876 0.7539 -1.3347 0.2063
Ti -0.1176 0.1335 1.5054 1.4251
F 1.6760 2.7945 1.0133 -0.5573
H -4.3651 0.8620 3.8554 0.3766
N -1.5676 -0.4204 4.2189 -0.4504
C 2.8298 0.5019 -4.0817 -0.6428
H -1.5566 1.4916 -4.8962 0.2171
C 2.4241 -0.9355 2.5244 0.3950
H 0.1899 -1.6317 5.0843 0.1745
F 0.8072 4.4107 2.4092 -0.5747
F 0.2084 2.1700 2.6747 -0.5519
F -1.4542 -2.0987 -0.1157 -0.3847
H 4.6322 -3.0916 4.8870 0.1899
H 2.3151 0.6263 -1.0759 0.2407
C -1.8836 0.8170 -2.8885 0.2475
C 4.5594 -1.9336 3.0574 -0.2006
H 0.8226 -0.9010 -5.3017 0.1853
C -2.8462 0.6107 -1.8855 -0.2465
C 0.4993 -1.2283 4.1215 0.1305
B 0.5404 3.2185 1.7104 1.3455
H -5.6362 1.6302 -3.5497 0.1891
N -0.5549 0.5083 -2.6664 -0.2825
H -2.5432 0.2115 -0.9318 0.2612
C -4.5918 1.4070 -3.3673 -0.2938
O -0.3838 0.6005 -0.3113 -0.7517
C -2.2998 1.3082 -4.1320 -0.3138
H -3.5535 0.3456 5.2399 0.3698
C 1.5275 0.5436 -1.8084 -0.3622
C 1.6481 0.4995 -3.1935 0.0802
C 0.1994 0.5481 -1.4703 0.5094
H 2.2645 -2.6530 5.4415 0.1916
H 0.2147 -1.6875 -3.8159 0.1928
H 4.1761 -0.7368 1.3118 0.2159
C -0.4141 -1.9258 0.7776 0.5995
C 4.0227 -2.4825 4.2321 -0.3060
C -4.1714 0.9142 -2.1325 -0.1872
C 0.0990 -0.8292 -4.4885 -0.4212
N 0.3333 0.4355 -3.7744 -0.2722
H 3.6792 0.9615 -3.5693 0.2154
H 5.5986 -2.1127 2.8035 0.1905
S -2.6148 0.4482 1.8512 -0.3095
O 1.6820 -0.2251 1.7340 -0.7247
H -0.9059 -0.8345 -4.9113 0.1987
F 0.6791 -2.4069 0.0402 -0.4017
F -0.6076 -2.9485 1.7012 -0.3979
F -0.5487 3.3902 0.8634 -0.5498
C 1.8811 -1.4680 3.7069 -0.2006
```

Values from the calculation:
relative energy (zero: lowest compared OMol25 entry of this formula, charge and spin) = 0.540 eV
spin multiplicity = 3
LUMO energy (alpha / beta) = 4.84 / 4.80 eV
total charge = -2
⟨S²⟩ = 2.03
M = 585.14 g/mol